Computed, not measured: a 2-piece molecular cluster, C3H12N2O overall in a non-equilibrium geometry, with ωB97M-V/def2-TZVPD.

Properties
**SMILES**: CCO.NCN
**LUMO**: 0.985 eV
**E**: -306.20294 Ha
**Strongest force on any atom**: 2.8 eV/Å

Atoms and positions in Å:
C: 2.09 0.87 -2.12
H: -3.25 -1.81 3.19
C: -2.05 -1.10 1.50
O: -3.06 0.24 3.22
N: 1.94 -0.39 -2.83
H: 2.88 2.53 -3.01
H: 1.49 -0.21 -3.73
H: 2.85 -0.67 -3.17
H: -1.82 -0.13 1.05
C: -2.51 -1.04 2.96
H: 1.13 1.40 -2.08
H: -2.64 -1.69 0.79
H: -1.07 -1.58 1.45
H: -1.62 -1.36 3.52
H: -3.25 0.24 4.16
H: 2.20 0.56 -1.08
N: 3.18 1.84 -2.34
H: 3.51 2.27 -1.49

Computed, not measured: a 3-piece molecular cluster, C3H12N2O overall in a non-equilibrium geometry, with ωB97M-V/def2-TZVPD.

Properties
**SMILES**: C=C.NCO.N
**LUMO**: 0.776 eV
**E**: -306.18870 Ha
**Strongest force on any atom**: 1.5 eV/Å

Atoms and positions in Å:
H: 1.23 0.16 2.51
H: -2.37 1.45 1.23
C: -0.16 -1.29 -1.76
N: -2.11 0.47 1.26
H: -0.94 -1.39 -2.54
C: 2.14 1.47 1.16
H: 1.05 0.19 -1.13
H: 0.09 1.06 1.32
H: -0.21 0.74 -1.95
H: 1.89 2.44 0.72
O: -0.75 -1.56 -0.51
N: 0.48 -0.01 -1.95
C: 1.09 0.85 1.68
H: -2.94 -0.08 1.36
H: 3.14 1.06 1.23
H: -1.58 0.20 2.07
H: 0.57 -2.05 -2.06
H: -1.14 -0.72 -0.20

Computed, not measured: a 2-piece molecular cluster, C3H12N2O overall in a non-equilibrium geometry, with ωB97M-V/def2-TZVPD.

Properties
**SMILES**: CCO.NCN
**LUMO**: 0.833 eV
**E**: -306.18413 Ha
**Strongest force on any atom**: 2.5 eV/Å

Atoms and positions in Å:
N: 2.76 0.19 1.12
H: -0.65 0.41 -0.86
H: 2.51 -1.37 -1.22
N: 1.62 -1.25 -0.69
C: 1.57 -0.16 0.27
H: 1.40 0.81 -0.23
H: -0.95 1.58 1.50
H: 1.33 -2.19 -0.49
H: 2.98 -0.67 1.62
H: 0.67 -0.30 0.95
H: 3.43 0.53 0.43
H: -2.34 1.90 0.42
H: -1.55 -0.95 0.01
H: -2.52 0.48 1.67
O: -2.65 0.19 -1.31
C: -1.86 1.09 0.94
H: -2.75 -0.57 -1.89
C: -1.54 0.11 -0.28

Computed, not measured: a 2-piece molecular cluster, C3H12N2O overall in a non-equilibrium geometry, with ωB97M-V/def2-TZVPD.

Properties
**SMILES**: CCN.NCO
**LUMO**: 1.025 eV
**E**: -306.19653 Ha
**Strongest force on any atom**: 2.4 eV/Å

Atoms and positions in Å:
O: 2.20 1.02 0.08
H: 1.81 -1.68 -1.12
H: -1.79 1.69 0.52
H: -3.09 -0.03 -0.77
H: 2.79 1.13 -0.67
H: 3.28 -0.87 0.44
H: -3.28 -0.27 0.97
H: 1.88 -0.46 1.51
C: -1.41 0.66 0.42
N: -0.40 0.57 -0.64
H: 0.41 -0.61 -0.58
H: -0.91 0.40 1.35
C: -2.56 -0.30 0.15
H: -0.78 0.86 -1.54
N: 1.36 -1.36 -0.26
C: 2.22 -0.59 0.49
H: -2.19 -1.32 0.06
H: 0.46 1.14 -0.41

Computed, not measured: a 3-piece molecular cluster, C3H12N2O2 overall in a non-equilibrium geometry, with ωB97M-V/def2-TZVPD.

Properties
**LUMO (alpha / beta)**: 3.144 / 3.066 eV
**2S+1**: 2
**E**: -381.42656 Ha
**Strongest force on any atom**: 1.9 eV/Å
**Total charge**: -1
**<S²>**: 0.7504

Atoms and positions in Å:
H: 0.42 0.95 2.66
H: 0.41 1.31 -0.02
H: -0.67 -0.52 -2.21
N: 1.91 -2.21 0.69
C: -0.02 0.31 -1.92
C: -0.20 0.50 -0.42
H: -0.31 -1.56 0.38
N: 0.22 -0.72 0.29
H: 1.49 2.20 2.62
C: 1.53 -1.00 0.53
H: -3.76 0.11 -1.31
O: 0.63 1.87 2.83
H: -2.85 -0.75 -0.62
H: 2.83 -2.34 1.10
O: -3.25 0.15 -0.48
H: 1.03 0.15 -2.15
H: 2.20 -0.16 0.75
H: -0.34 1.15 -2.55
H: -1.26 0.56 -0.17

Computed, not measured: a 3-piece molecular cluster, C3H12N2O2 overall in a non-equilibrium geometry, with ωB97M-V/def2-TZVPD.

Properties
**SMILES**: C/C(N)=C/N.O.O
**LUMO**: 0.680 eV
**E**: -381.44734 Ha
**Strongest force on any atom**: 3.9 eV/Å

Atoms and positions in Å:
N: 0.94 1.21 -0.57
N: -1.19 -0.25 0.58
H: -0.02 -2.74 0.48
H: 1.74 1.80 -0.62
O: -1.20 2.96 0.70
H: -0.37 -2.18 2.09
H: -0.32 -1.11 -1.92
O: -0.57 -0.50 -2.65
H: -0.63 2.31 0.33
C: 1.07 0.05 0.21
H: 0.21 -0.43 -3.26
H: -0.76 3.23 1.51
H: 2.11 -0.20 0.42
H: -1.91 -0.97 0.50
C: 0.33 -1.97 1.24
H: 1.42 -2.42 1.25
C: 0.09 -0.64 0.71
H: -1.29 0.76 0.35
H: 0.35 1.08 -1.36

Computed, not measured: a 2-piece molecular cluster, C3H12N2O2 overall in a non-equilibrium geometry, with ωB97M-V/def2-TZVPD.

Properties
**SMILES**: NC[C@H](N)CO.O
**LUMO**: 0.833 eV
**E**: -381.43720 Ha
**Strongest force on any atom**: 3.7 eV/Å

Atoms and positions in Å:
O: 0.48 2.22 0.11
H: 1.01 -2.09 -1.06
C: -0.75 0.17 0.22
H: -1.91 1.51 1.08
H: 2.54 -0.47 1.43
H: -0.84 1.72 -1.19
H: 0.81 0.98 -1.49
O: 2.80 0.01 0.64
H: 2.06 -0.22 0.01
N: -2.09 0.62 0.69
H: -1.56 -1.99 -0.08
H: -0.26 0.07 1.29
H: -1.12 -1.03 -1.50
C: -0.01 1.15 -0.69
C: -0.87 -1.24 -0.41
H: 0.76 -2.30 0.55
N: 0.60 -1.66 -0.25
H: 1.17 1.85 0.66
H: -2.84 0.69 0.01

Computed, not measured: a 3-piece molecular cluster, C3H12N2O2 overall in a non-equilibrium geometry, with ωB97M-V/def2-TZVPD.

Properties
**SMILES**: CC/N=C\N.O.O
**LUMO**: 0.649 eV
**E**: -381.47157 Ha
**Strongest force on any atom**: 3.2 eV/Å

Atoms and positions in Å:
C: 2.12 -0.51 1.20
H: 2.38 -1.07 0.30
H: 2.83 0.31 1.31
H: 0.15 -3.01 0.83
H: -1.93 -1.37 -0.42
H: -0.38 3.86 -3.65
N: -1.79 0.71 -0.05
H: 0.83 0.85 0.24
H: 0.37 0.54 1.95
H: 2.22 -1.19 2.05
C: 0.68 0.06 1.00
N: -0.19 -0.90 0.45
C: -1.40 -0.59 0.12
H: 0.86 -4.08 1.66
H: -1.17 1.44 0.20
O: 0.20 -3.96 0.97
H: -2.67 0.87 -0.53
H: -1.79 4.23 -4.20
O: -1.32 3.82 -3.45

Computed, not measured: a 2-piece molecular cluster, C3H12N2O2 overall in a non-equilibrium geometry, with ωB97M-V/def2-TZVPD.

Properties
**SMILES**: NC[C@@H](N)CO.O
**LUMO**: 0.785 eV
**E**: -381.45586 Ha
**Strongest force on any atom**: 2.1 eV/Å

Atoms and positions in Å:
O: -3.07 -3.07 1.16
H: -2.17 -2.82 0.93
H: 2.09 1.39 1.11
O: -0.97 -1.60 -0.16
C: 0.16 -0.80 -0.52
N: 1.83 2.09 -0.80
H: 2.75 2.24 -1.16
H: 2.48 0.24 -0.12
H: -1.83 -1.40 -0.57
H: -1.59 1.26 -0.18
C: 1.71 0.98 0.16
H: 0.99 -1.51 -0.45
N: -0.61 1.50 -0.23
H: -0.43 2.42 0.15
H: 0.04 0.36 1.36
H: 1.09 2.03 -1.49
H: 0.26 -0.60 -1.60
C: 0.25 0.46 0.29
H: -3.00 -3.17 2.12

Computed, not measured: a 3-piece molecular cluster, C3H12N2O2 overall in a non-equilibrium geometry, with ωB97M-V/def2-TZVPD.

Properties
**LUMO (alpha / beta)**: -3.941 / -6.759 eV
**2S+1**: 2
**E**: -381.18570 Ha
**Strongest force on any atom**: 1.8 eV/Å
**Total charge**: +1
**<S²>**: 0.7550

Atoms and positions in Å:
H: 1.48 -1.31 -1.11
H: -0.13 -2.23 0.00
H: 1.23 1.64 1.64
H: -2.48 1.51 0.66
C: 1.80 1.28 0.79
H: 0.60 -0.15 -1.64
C: 0.22 -0.63 1.12
H: -0.28 -0.11 1.93
C: 1.13 0.07 0.30
O: -1.56 -0.48 -1.81
H: 2.81 1.01 1.12
H: -1.23 1.07 -0.07
N: 1.41 -0.29 -1.01
H: -2.15 -1.10 -2.25
O: -1.96 1.69 -0.14
N: -0.05 -1.92 0.96
H: 1.99 1.82 -0.14
H: -0.79 -2.23 1.57
H: -2.04 0.36 -1.91

Computed, not measured: a 3-piece molecular cluster, C3H12N2OS overall in a non-equilibrium geometry, with ωB97M-V/def2-TZVPD.

Properties
**LUMO**: -4.599 eV
**E**: -704.07965 Ha
**Strongest force on any atom**: 5.9 eV/Å

Atoms and positions in Å:
H: 0.07 -2.53 2.50
H: 2.64 -1.68 -0.25
H: -0.36 1.15 -1.52
C: -1.20 -0.28 -0.03
C: -0.30 0.03 -1.21
H: 1.89 -0.02 -1.90
H: -0.47 3.15 -1.69
H: 1.27 -1.80 0.53
S: -0.92 0.74 1.42
N: 1.60 -1.51 -0.49
O: 0.39 -1.83 1.92
H: 1.50 0.62 -0.32
H: 0.28 2.78 -3.03
N: -0.04 2.42 -2.23
H: -1.28 -1.43 0.26
H: -2.29 -0.01 -0.33
H: -0.74 -0.46 -2.15
C: 1.22 -0.26 -0.97
H: -0.22 -0.33 2.05

Computed, not measured: one molecule with the formula C3H12N2P2 in a non-equilibrium geometry, with ωB97M-V/def2-TZVPD.

Properties
**SMILES**: CCN(C)P=[PH2]N
**LUMO**: 0.432 eV
**E**: -913.59522 Ha
**Strongest force on any atom**: 4.8 eV/Å

Atoms and positions in Å:
H: 1.41 1.96 -0.64
P: -0.26 0.39 1.41
H: -1.80 -0.04 -1.10
H: 0.78 4.06 1.76
C: -2.03 -2.02 -0.38
H: 1.77 -1.41 0.75
C: 1.02 -1.50 -0.11
N: 1.19 3.70 0.92
H: -1.42 -2.98 -0.42
N: -0.01 -0.53 0.00
H: 1.61 -1.43 -1.13
H: 0.55 4.14 0.26
H: -2.87 -2.20 -0.93
P: 1.04 1.96 0.75
C: -1.11 -0.80 -0.93
H: 0.63 -2.57 -0.01
H: 2.28 1.70 0.98
H: -0.56 -0.93 -1.79
H: -2.21 -1.49 0.60